ORCA calculation (ωB97M-V/def2-TZVPD) on a structure of composition C32H57BiN3O6PS3.

**2S+1**: 2
**Net charge**: -1
**Total energy**: -98503.128 eV
**HOMO-LUMO gap (spin up / spin down)**: 0.140 / 0.258 Ha
**E_HOMO (spin up / spin down)**: -1.60 / -4.83 eV
**<S²>**: 0.7696
**E_LUMO (spin up / spin down)**: 2.20 / 2.20 eV

Geometry as XYZ:
```
103
Properties=species:S:1:pos:R:3:lowdin_spin:R:1
Bi -1.120 1.688 -0.401 0.07
O -3.395 2.030 -0.633 0.03
N -3.778 3.277 -0.224 0.23
C -4.716 3.960 -0.965 0.10
C -5.052 5.239 -0.663 0.05
C -4.408 5.921 0.409 0.23
C -3.416 5.224 1.115 0.03
C -3.103 3.917 0.825 0.14
S -1.898 2.987 1.683 0.04
H -5.147 3.386 -1.770 0.01
H -5.814 5.727 -1.258 0.00
H -4.645 6.950 0.645 0.02
H -2.871 5.696 1.925 0.00
O 1.779 4.361 -1.347 0.00
S 0.799 3.427 -1.878 0.00
O 0.610 3.507 -3.309 0.00
O -0.558 3.669 -1.152 0.01
O 1.109 2.012 -1.438 0.00
O -1.544 -1.197 -0.875 0.00
P -1.149 -2.605 -0.532 0.00
C -2.090 -3.176 0.937 0.00
C -1.562 -4.403 1.709 0.00
C -0.562 -4.052 2.812 0.00
C -1.150 -3.005 3.757 0.00
C -1.474 -1.736 2.974 0.00
C -2.489 -2.010 1.864 0.00
C -1.586 -3.699 -1.956 0.00
C -2.785 -3.132 -2.741 0.00
C -4.137 -3.563 -2.175 0.00
C -4.228 -5.088 -2.108 0.00
C -3.106 -5.679 -1.253 0.00
C -1.724 -5.221 -1.736 0.00
C 0.653 -2.682 -0.196 0.00
C 1.448 -1.679 -1.056 0.00
C 1.775 -2.202 -2.454 0.00
C 2.526 -3.532 -2.374 0.00
C 1.743 -4.568 -1.565 0.00
C 1.374 -4.040 -0.172 0.00
H -3.008 -3.485 0.441 0.00
H -1.123 -5.132 1.026 0.00
H -2.421 -4.898 2.175 0.00
H 0.355 -3.645 2.374 0.00
H -0.288 -4.961 3.352 0.00
H -0.447 -2.787 4.564 0.00
H -2.064 -3.401 4.216 0.00
H -0.545 -1.347 2.543 0.00
H -1.862 -0.955 3.630 0.00
H -2.647 -1.111 1.268 0.00
H -3.451 -2.265 2.321 0.00
H -0.712 -3.545 -2.590 0.00
H -2.711 -3.504 -3.770 0.00
H -2.711 -2.046 -2.774 0.00
H -4.936 -3.168 -2.805 0.00
H -4.283 -3.126 -1.182 0.00
H -4.147 -5.486 -3.127 0.00
H -5.200 -5.401 -1.717 0.00
H -3.146 -6.771 -1.289 0.00
H -3.258 -5.399 -0.209 0.00
H -1.535 -5.704 -2.701 0.00
H -0.956 -5.589 -1.051 0.00
H 0.650 -2.268 0.820 0.00
H 2.395 -1.500 -0.528 0.00
H 0.936 -0.721 -1.114 0.00
H 2.370 -1.458 -2.986 0.00
H 0.851 -2.327 -3.027 0.00
H 3.498 -3.362 -1.893 0.00
H 2.728 -3.916 -3.376 0.00
H 2.336 -5.479 -1.450 0.00
H 0.844 -4.849 -2.116 0.00
H 2.308 -3.888 0.382 0.00
H 0.806 -4.792 0.379 0.00
C 0.352 7.358 0.897 0.00
C 0.655 6.146 1.775 0.00
C 2.076 5.637 1.552 0.00
C 2.400 4.383 2.351 0.00
N 1.558 3.238 1.993 0.00
C 1.896 2.057 1.525 0.01
S 0.745 0.777 1.620 0.02
N 3.139 1.795 1.068 0.00
C 3.869 2.668 0.129 0.00
C 5.371 2.527 0.315 0.00
C 5.888 1.099 0.116 0.00
C 5.661 0.557 -1.297 0.00
H -0.662 7.727 1.064 0.00
H 0.444 7.085 -0.156 0.00
H 1.051 8.176 1.103 0.00
H -0.062 5.356 1.524 0.00
H 0.512 6.398 2.832 0.00
H 2.799 6.414 1.826 0.00
H 2.196 5.411 0.494 0.00
H 2.233 4.564 3.415 0.00
H 3.443 4.104 2.230 0.00
H 0.559 3.340 2.153 0.00
H 3.152 0.832 0.768 0.00
H 3.550 3.696 0.251 0.00
H 3.566 2.397 -0.883 0.00
H 5.638 2.864 1.322 0.00
H 5.863 3.196 -0.399 0.00
H 5.408 0.438 0.845 0.00
H 6.955 1.082 0.343 0.00
H 4.599 0.542 -1.561 0.00
H 6.039 -0.464 -1.390 0.00
H 6.174 1.176 -2.037 0.00
```